[1]
{"formula": "C3H13NO3", "method": "wB97M-V/def2-TZVPD", "symbols": ["C", "C", "C", "N", "H", "H", "H", "H", "H", "H", "H", "O", "H", "H", "O", "H", "H", "O", "H", "H"], "positions_angstrom": [[-0.939, -1.875, -1.825], [-0.628, -0.985, -0.657], [-0.119, -1.434, 0.481], [0.262, -0.633, 1.583], [-0.156, -1.837, -2.583], [-1.863, -1.568, -2.305], [-1.068, -2.910, -1.515], [-0.843, 0.076, -0.748], [0.085, -2.484, 0.594], [0.240, -1.158, 2.436], [-0.330, 0.196, 1.668], [-1.334, 1.470, 1.444], [-0.836, 1.977, 0.778], [-1.535, 2.112, 2.130], [2.364, 0.827, 0.204], [1.772, 0.231, 0.707], [2.834, 0.276, -0.426], [0.337, 2.547, -0.515], [0.667, 3.219, -1.120], [1.091, 1.952, -0.331]], "forces_ev_per_a": [[0.0, 0.1, 0.1], [-0.1, 0.1, 0.0], [0.0, 0.2, 0.2], [0.3, -0.4, -0.5], [0.1, 0.0, -0.1], [-0.2, 0.0, -0.1], [0.1, -0.1, 0.0], [0.1, 0.0, -0.1], [0.1, -0.4, 0.1], [0.1, -0.2, 0.3], [0.1, -0.1, 0.1], [-0.4, 0.7, 0.0], [0.0, 0.1, -0.2], [-0.1, 0.0, 0.1], [0.0, 0.2, 0.1], [0.0, -0.2, 0.2], [0.0, -0.1, -0.1], [-0.1, 0.1, -0.1], [-0.1, -0.1, 0.1], [0.2, 0.0, -0.1]], "nbo_charge": [-0.627, -0.276, -0.018, -0.885, 0.205, 0.211, 0.206, 0.204, 0.176, 0.369, 0.417, -0.962, 0.512, 0.479, -0.984, 0.507, 0.478, -1.004, 0.483, 0.510], "fmax_ev_per_a": 0.82, "smiles": "C/C=C/N.O.O.O", "relative_energy_kj_mol": 22.0, "orbital_gap_ev": 8.861, "e_homo_ev": -8.03}

[2]
{"formula": "C13H24N5O9PPdS", "method": "wB97M-V/def2-TZVPD", "symbols": ["Pd", "O", "S", "O", "O", "O", "O", "N", "O", "O", "O", "P", "N", "C", "C", "C", "C", "N", "C", "C", "C", "C", "N", "C", "C", "C", "C", "H", "H", "H", "H", "H", "H", "H", "H", "H", "H", "H", "H", "H", "H", "H", "H", "H", "H", "H", "H", "H", "H", "H", "H", "O", "C", "N"], "positions_angstrom": [[2.620, -1.731, -1.340], [-0.553, -2.520, -0.180], [0.399, -3.365, -0.954], [-0.119, -4.677, -1.178], [0.745, -2.616, -2.218], [1.750, -3.387, -0.243], [3.962, -2.722, -2.868], [3.741, -1.809, -3.701], [4.226, -1.757, -4.791], [2.928, -0.885, -3.290], [1.403, -0.169, -0.310], [0.146, 0.294, 0.312], [-0.034, 1.903, 0.132], [1.134, 2.720, -0.295], [0.550, 4.125, -0.393], [-0.898, 3.874, -0.807], [-1.285, 2.670, 0.048], [-1.200, -0.326, -0.622], [-1.173, -0.299, -2.066], [-2.611, -0.592, -2.484], [-3.148, -1.422, -1.314], [-2.485, -0.771, -0.106], [-0.077, -0.165, 1.834], [-0.804, 0.612, 2.856], [-0.369, -0.041, 4.167], [-0.113, -1.492, 3.766], [0.591, -1.358, 2.424], [1.508, 2.371, -1.259], [1.946, 2.644, 0.428], [1.102, 4.741, -1.100], [0.581, 4.615, 0.582], [-0.948, 3.610, -1.865], [-1.556, 4.725, -0.635], [-2.084, 2.083, -0.409], [-1.618, 2.987, 1.040], [-0.467, -1.088, -2.383], [-0.755, 0.653, -2.411], [-2.654, -1.123, -3.432], [-3.177, 0.338, -2.586], [-2.797, -2.451, -1.382], [-4.233, -1.411, -1.245], [-2.321, -1.420, 0.752], [-3.040, 0.120, 0.223], [-1.885, 0.512, 2.710], [-0.539, 1.668, 2.805], [-1.121, 0.076, 4.945], [0.558, 0.418, 4.515], [-1.058, -2.026, 3.640], [0.491, -2.038, 4.487], [0.474, -2.218, 1.771], [1.654, -1.143, 2.553], [4.263, 0.598, 1.455], [4.195, -0.237, 0.633], [4.160, -1.097, -0.214]], "forces_ev_per_a": [[0.2, -0.2, 0.1], [0.1, -0.2, 0.1], [0.3, 0.0, -0.1], [0.0, 0.0, 0.0], [0.0, 0.1, -0.1], [-0.3, 0.2, 0.0], [-0.1, -0.1, 0.1], [-0.1, 0.2, 0.0], [0.0, 0.0, 0.0], [0.0, 0.0, 0.0], [0.0, 0.1, 0.0], [0.0, -0.2, -0.3], [0.0, 0.0, 0.0], [0.0, 0.0, 0.0], [0.0, 0.0, 0.0], [0.0, 0.0, 0.0], [0.0, 0.0, -0.1], [0.0, 0.1, 0.1], [0.1, 0.1, -0.1], [-0.1, 0.0, 0.0], [0.1, 0.0, 0.0], [-0.1, 0.1, 0.1], [0.0, 0.0, 0.2], [0.0, 0.0, -0.1], [0.0, 0.0, 0.0], [0.0, 0.0, 0.0], [0.0, 0.0, 0.0], [0.0, 0.0, 0.0], [0.0, 0.0, 0.0], [0.0, 0.0, 0.0], [0.0, 0.0, 0.0], [0.0, 0.0, 0.0], [0.0, 0.0, 0.0], [0.0, 0.0, 0.0], [0.0, 0.0, 0.0], [-0.1, 0.0, 0.0], [0.0, 0.0, 0.0], [0.0, 0.0, 0.0], [0.0, 0.0, 0.0], [0.0, 0.0, 0.0], [0.0, 0.0, 0.0], [0.0, 0.0, 0.0], [0.0, 0.0, 0.0], [0.0, 0.0, 0.0], [0.0, 0.0, 0.0], [0.0, 0.0, 0.0], [0.0, 0.0, 0.0], [0.0, 0.0, 0.0], [0.0, 0.0, 0.0], [0.0, 0.0, 0.1], [0.0, 0.0, 0.0], [0.0, -0.1, -0.1], [-0.2, 0.3, 0.2], [0.1, -0.3, -0.3]], "nbo_charge": [1.509, -1.001, 2.565, -0.926, -1.013, -0.949, -0.454, 0.714, -0.344, -0.508, -1.135, 2.514, -0.842, -0.200, -0.413, -0.407, -0.202, -0.370, -0.298, -0.412, -0.418, -0.246, -0.845, -0.201, -0.409, -0.410, -0.213, 0.205, 0.220, 0.231, 0.207, 0.206, 0.226, 0.195, 0.189, 0.321, 0.229, 0.242, 0.201, 0.249, 0.226, 0.266, 0.210, 0.181, 0.208, 0.222, 0.210, 0.205, 0.230, 0.262, 0.197, -0.512, 0.792, -0.705], "fmax_ev_per_a": 0.44, "relative_energy_kj_mol": 0.0, "orbital_gap_ev": [9.297, 6.285], "s2": 6.02, "e_homo_ev": [-9.26, -9.63], "multiplicity": 5}

[3]
{"formula": "C2H7O4P", "method": "wB97M-V/def2-TZVPD", "symbols": ["C", "O", "P", "O", "O", "C", "O", "H", "H", "H", "H", "H", "H", "H"], "positions_angstrom": [[1.136, 1.354, 0.148], [-0.192, 1.183, 0.488], [-0.879, -0.269, 0.072], [-1.588, 0.292, -1.378], [-2.127, -0.216, 1.082], [0.250, -1.454, -0.479], [1.371, -1.540, 0.428], [1.376, 2.375, 0.365], [1.227, 1.257, -0.909], [1.872, 0.543, 0.391], [-0.845, 0.254, -1.975], [-2.680, 0.585, 1.065], [-0.066, -2.459, -0.595], [1.145, -1.905, 1.296]], "forces_ev_per_a": [[2.1, -0.3, -1.3], [-1.3, -3.0, 1.2], [-1.1, 3.7, -2.8], [-0.1, -1.3, 2.5], [0.1, -0.5, -0.3], [0.6, 0.6, 2.5], [0.5, 0.3, 0.2], [0.6, 0.3, 0.6], [-0.1, 0.3, -1.4], [-0.8, 1.0, 1.1], [0.3, -0.1, -0.7], [0.4, -0.2, -0.2], [-1.1, -0.7, -0.9], [-0.1, -0.1, -0.5]], "nbo_charge": [-0.285, -0.775, 2.105, -0.972, -0.989, -0.598, -0.754, 0.192, 0.162, 0.226, 0.496, 0.523, 0.202, 0.466], "fmax_ev_per_a": 4.80, "smiles": "COP(O)(O)=CO", "relative_energy_kj_mol": 376.9, "orbital_gap_ev": 9.035, "e_homo_ev": -8.64}

[4]
{"formula": "C3H7N3O", "method": "wB97M-V/def2-TZVPD", "symbols": ["C", "C", "N", "C", "N", "N", "O", "H", "H", "H", "H", "H", "H", "H"], "positions_angstrom": [[-2.716, -0.271, 0.043], [-1.346, -0.137, -0.131], [-0.168, -0.078, 0.025], [1.164, 0.306, -0.010], [1.616, 1.532, 0.079], [1.950, -0.730, 0.072], [3.265, -0.549, -0.062], [-3.171, 0.774, -0.313], [-2.778, -0.781, 0.991], [-3.161, -0.803, -0.830], [1.170, 2.249, -0.459], [2.542, 1.554, 0.446], [1.827, -1.664, 0.498], [3.752, -1.221, -0.623]], "forces_ev_per_a": [[-1.4, 1.8, -3.2], [5.1, 0.2, 0.9], [-4.3, 0.7, -1.2], [0.3, -1.2, 1.1], [-1.3, -1.2, -0.6], [1.0, -2.3, -0.3], [2.1, 1.1, -0.1], [0.6, -1.6, 1.9], [-1.1, 0.2, 0.7], [0.4, -0.6, 0.6], [0.1, 0.9, 0.1], [1.1, 0.8, -0.1], [-1.3, 0.6, -0.3], [-1.2, 0.4, 0.5]], "nbo_charge": [-0.808, 0.826, -0.349, 0.621, -0.665, -0.169, -0.509, 0.386, 0.353, 0.366, 0.462, 0.470, 0.465, 0.551], "fmax_ev_per_a": 5.20, "smiles": "CC#[N+]C(=[NH2+])NO", "relative_energy_kj_mol": 374.7, "orbital_gap_ev": 9.404, "total_charge": 2, "e_homo_ev": -19.82}

The calculation returns the following energy values, one per record and in order: -10954.5441, -63347.2580, -19664.9620, -9720.2818 eV.